Molecular formula: C19H22F3NO8S2
Method: DFT, ωB97M-V with the def2-TZVPD basis set

```
55
Properties=species:S:1:pos:R:3:mulliken_charge:R:1
C -2.526 -0.935 -2.949 -1.050
C -1.086 -1.710 -2.822 0.545
C -0.261 -1.950 -4.257 -0.496
C 1.189 -2.710 -4.333 -0.444
C 1.825 -3.231 -2.887 -0.407
C 0.988 -3.015 -1.459 -0.308
C -0.492 -2.247 -1.387 0.289
C -1.285 -2.085 0.075 -0.468
O -0.376 -2.643 1.087 -0.216
C -0.138 -1.715 2.203 0.405
O -0.232 -2.231 3.461 -0.460
C 0.285 -0.136 2.095 0.353
C 1.086 0.392 0.751 -0.276
C 1.443 1.991 0.668 -0.061
N 1.038 2.900 1.807 0.209
C 1.371 4.395 1.623 -0.780
C -0.092 5.096 1.214 -0.448
C -0.192 5.436 -0.410 -0.494
C -1.266 4.457 -1.209 -0.744
S -0.603 3.739 -2.810 1.055
O -1.579 4.124 -3.988 -0.623
O -0.597 2.184 -2.759 -0.493
O 0.982 4.235 -3.212 -0.485
C 0.338 2.490 3.085 -0.065
C -0.095 0.915 3.332 -0.567
H -2.441 -0.200 -3.887 0.330
H -3.453 -1.662 -3.113 0.311
H -2.679 -0.248 -2.003 0.174
H -0.743 -1.565 -5.251 0.241
H 1.834 -2.897 -5.295 0.288
H 2.883 -3.781 -2.856 0.293
H 1.540 -3.439 -0.496 0.272
H -1.652 -0.993 0.281 0.325
H -2.272 -2.745 -0.053 0.340
H 1.330 -0.387 -0.090 0.280
H 1.990 2.363 -0.324 0.302
H 2.120 4.565 0.728 0.344
H 1.816 4.816 2.621 0.343
H -0.266 6.078 1.829 0.329
H -0.974 4.336 1.453 0.325
H 0.861 5.484 -0.921 0.399
H -0.658 6.532 -0.485 0.274
H -1.624 3.537 -0.538 0.364
H -2.267 5.038 -1.497 0.389
H 1.014 5.248 -3.204 0.388
H 0.056 3.275 3.918 0.350
H -0.670 0.569 4.318 0.375
C 0.813 -5.675 3.813 0.557
F 1.096 -4.761 2.830 -0.226
F 1.940 -5.745 4.593 -0.258
F -0.148 -5.091 4.599 -0.217
S 0.290 -7.336 3.135 1.118
O 1.425 -7.807 2.329 -0.662
O -0.915 -7.073 2.337 -0.658
O 0.030 -8.178 4.312 -0.660
```

For the total energy, the calculation gives -2488.9708 a.u. The molar mass comes out at 513.512 g mol⁻¹. As for the total charge: 0. For the HOMO-LUMO gap, the calculation gives 2.986 eV. For the LUMO energy, the calculation gives -0.142 Ha. Its largest force on an atom is 9.46 eV/A. Its spin multiplicity is 1.

=====

Molecular formula: C14H42O14
Method: DFT, ωB97M-V with the def2-TZVPD basis set

```
70
Properties=species:S:1:pos:R:3:mulliken_charge:R:1
C 0.745 -2.228 -2.199 0.317
C 1.336 -1.901 -3.510 -0.750
O 1.581 -0.460 -3.453 -0.445
O 1.728 -2.007 -1.135 -0.547
H 0.357 -3.242 -2.101 0.447
H -0.135 -1.627 -1.970 -0.526
H 0.667 -2.032 -4.361 0.393
H 2.269 -2.416 -3.738 0.352
H 1.798 -0.228 -4.359 0.254
H 1.271 -1.733 -0.337 -0.103
C 2.383 -3.031 1.708 -1.242
C 1.150 -2.188 1.590 -0.708
O 1.544 -0.839 1.420 -0.437
O 3.207 -3.185 0.549 -0.414
H 2.087 -3.993 2.128 0.504
H 3.047 -2.533 2.415 0.260
H 0.352 -2.199 2.333 0.678
H 0.686 -2.470 0.645 0.258
H 2.186 -0.844 0.705 0.595
H 3.767 -3.935 0.760 0.308
C -0.353 1.164 -1.783 -1.205
C 0.715 1.786 -0.815 -0.729
O 1.604 0.833 -0.254 -0.896
O -0.959 0.179 -0.862 -0.560
H 0.056 0.785 -2.719 0.360
H -1.112 1.804 -2.234 0.674
H 0.243 2.275 0.037 0.626
H 1.323 2.375 -1.502 0.316
H 1.249 -0.005 -0.559 0.028
H -1.846 0.026 -1.196 2.161
C -2.794 -0.357 1.905 -0.331
C -4.058 -1.097 1.614 -0.765
O -3.518 -2.265 0.950 -0.658
O -2.644 0.559 0.716 -0.562
H -1.886 -0.959 1.942 0.255
H -2.785 0.226 2.825 0.355
H -4.867 -0.582 1.095 0.256
H -4.554 -1.315 2.560 0.413
H -2.784 -1.951 0.416 0.371
H -1.708 0.763 0.774 0.530
C 0.011 1.464 2.382 -0.411
C 1.391 1.165 3.008 -0.734
O 1.569 -0.189 3.443 -0.727
O -0.102 0.608 1.296 0.311
H 0.118 2.503 2.071 0.157
H -0.806 1.398 3.101 0.421
H 1.539 1.787 3.891 0.540
H 2.204 1.542 2.387 0.450
H 1.162 -0.610 2.683 0.632
H 0.574 0.788 0.638 0.504
C -2.724 -1.032 -1.449 -0.283
C -3.234 -1.771 -2.656 -1.266
O -4.528 -1.511 -3.111 -0.550
O -2.679 0.329 -1.849 -0.523
H -1.807 -1.319 -0.935 -0.169
H -3.465 -1.165 -0.661 0.199
H -3.194 -2.843 -2.465 0.432
H -2.541 -1.707 -3.495 0.413
H -5.046 -1.866 -2.385 0.382
H -3.484 0.449 -2.358 0.645
C 2.131 4.465 -0.045 0.146
C 3.085 3.881 1.017 -0.572
O 2.531 2.797 1.698 -0.373
O 0.989 5.145 0.394 -0.571
H 1.715 3.625 -0.602 -0.332
H 2.644 5.124 -0.745 0.460
H 3.110 4.605 1.832 0.352
H 4.046 3.674 0.545 0.330
H 2.466 2.085 1.057 -0.027
H 0.974 5.428 1.311 0.330
```

For the total energy, the calculation gives -1611.3665 a.u. The molar mass comes out at 434.476 g mol⁻¹. As for the total charge: 0. For the HOMO-LUMO gap, the calculation gives 8.544 eV. For the LUMO energy, the calculation gives 0.015 Ha. Its largest force on an atom is 8.42 eV/A. Its spin multiplicity is 1.

=====

Molecular formula: C26H28CeF6NO2
Method: DFT, ωB97M-V with the def2-TZVPD basis set

```
64
Properties=species:S:1:pos:R:3:mulliken_charge:R:1
C 2.283 -0.054 1.882 -0.511
C 2.274 -0.813 0.673 -1.370
C 1.988 0.066 -0.409 0.063
H 2.471 -1.877 0.580 0.569
C 1.837 1.396 0.133 -0.186
C 2.027 1.309 1.547 -0.824
H 1.637 2.312 -0.453 0.503
C -1.267 -2.236 2.263 -0.456
C 0.011 -2.583 1.756 -0.913
C -0.092 -2.691 0.343 -0.846
H 0.920 -2.716 2.365 0.497
C -1.459 -2.491 -0.044 0.117
C -2.162 -2.148 1.166 -1.164
H 1.948 -0.183 -1.474 0.707
H 2.012 2.157 2.230 0.587
H 2.493 -0.440 2.874 0.657
H -3.235 -1.891 1.244 0.339
H 0.732 -2.904 -0.352 0.517
H -1.518 -2.105 3.315 0.660
Ce -0.172 0.059 0.977 -0.090
C -1.850 -1.988 -1.470 3.183
C -3.344 -1.824 -1.705 -1.870
C -1.115 -2.717 -2.597 -1.686
H -3.905 -2.742 -1.511 0.391
H -3.523 -1.514 -2.740 0.383
H -3.741 -1.027 -1.071 0.386
H -1.288 -3.798 -2.595 0.375
H -0.029 -2.587 -2.573 0.276
H -1.450 -2.368 -3.577 0.438
C -1.321 -0.544 -1.287 0.310
C -1.664 0.877 -1.762 -0.159
H -0.214 -0.563 -1.465 -0.977
H -1.792 -0.335 -0.266 0.558
O -1.895 1.709 -0.757 -0.626
N -1.341 1.181 -3.109 -0.102
C -0.177 2.154 -3.264 -0.855
H -2.112 1.469 -3.735 0.320
C 1.118 1.499 -3.654 0.694
C 2.287 2.229 -3.440 -0.314
H 2.226 3.243 -3.034 0.400
C 3.526 1.683 -3.738 -0.613
H 4.454 2.231 -3.536 0.380
C 3.597 0.401 -4.320 -0.476
H 4.571 -0.035 -4.593 0.365
C 2.421 -0.321 -4.576 -0.559
H 2.456 -1.302 -5.067 0.387
C 1.170 0.215 -4.203 -0.290
H 0.253 -0.328 -4.361 0.452
H -0.053 2.620 -2.248 0.121
H -0.457 2.980 -3.970 0.490
C -2.060 0.756 4.881 -1.910
C -0.728 1.084 4.269 0.896
O -0.580 0.693 2.918 -0.066
C -0.482 2.628 4.345 0.526
F -0.561 3.147 5.618 -0.280
F 0.700 3.006 3.819 -0.197
F -1.423 3.246 3.604 -0.261
C 0.416 0.379 5.083 0.637
F 0.369 0.612 6.433 -0.292
F 0.311 -0.956 4.919 -0.241
F 1.659 0.710 4.651 -0.222
H -2.832 1.300 4.328 0.425
H -2.093 1.052 5.939 0.424
H -2.232 -0.322 4.800 0.323
```

For the total energy, the calculation gives -2287.0836 a.u. The molar mass comes out at 640.619 g mol⁻¹. As for the total charge: 0. For the HOMO-LUMO gap (alpha / beta), the calculation gives 7.316 / 7.324 eV. For the LUMO energy (alpha / beta), the calculation gives -0.020 / -0.020 Ha. Its largest force on an atom is 6.02 eV/A. Its spin multiplicity is 2. Its expectation value of S² is 0.751.

=====

Molecular formula: C4H10N3
Method: DFT, ωB97M-V with the def2-TZVPD basis set

```
17
Properties=species:S:1:pos:R:3:mulliken_charge:R:1
C -1.270 -0.534 -1.296 -0.691
C -0.366 0.320 -0.862 0.753
C -0.606 1.810 -1.103 -1.229
C 2.360 -1.821 0.088 -0.190
N -0.271 0.119 1.890 -0.655
N 1.628 -0.870 -0.262 0.274
N 0.867 -0.010 -0.285 -0.187
H -1.296 -1.633 -1.254 0.314
H -2.098 -0.033 -1.883 0.253
H -0.693 1.730 -2.186 0.405
H 0.323 2.325 -0.944 0.374
H -1.462 2.289 -0.615 0.302
H 2.895 -2.182 -0.740 0.285
H 2.460 -2.114 1.083 0.274
H 0.267 -0.494 2.437 0.228
H -1.199 -0.202 1.736 0.263
H -0.246 1.076 2.170 0.228
```

For the total energy, the calculation gives -322.2737 a.u. The molar mass comes out at 100.145 g mol⁻¹. As for the total charge: +1. For the HOMO-LUMO gap, the calculation gives 8.582 eV. For the LUMO energy, the calculation gives -0.199 Ha. Its largest force on an atom is 2.64 eV/A. Its spin multiplicity is 1.

=====

Molecular formula: C3H4N2O3
Method: DFT, ωB97M-V with the def2-TZVPD basis set

```
12
Properties=species:S:1:pos:R:3:mulliken_charge:R:1
C 0.011 -1.662 -1.356 0.098
C -0.232 1.289 0.530 0.681
C 0.166 1.338 2.019 0.093
H 1.904 -1.120 -0.330 0.334
H -0.788 -2.311 -2.057 0.254
H -1.547 0.138 -1.536 0.342
H -0.316 2.332 2.415 0.278
N 1.150 -2.138 -0.678 -0.574
N -0.449 -0.144 -1.328 -0.253
O 0.487 0.456 -0.346 -0.298
O -1.388 1.467 0.153 -0.541
O 1.003 0.356 2.514 -0.415
```

For the total energy, the calculation gives -451.6587 a.u. The molar mass comes out at 116.076 g mol⁻¹. As for the total charge: 0. For the HOMO-LUMO gap, the calculation gives 7.488 eV. For the LUMO energy, the calculation gives -0.069 Ha. Its largest force on an atom is 9.80 eV/A. Its spin multiplicity is 1.